(1)
Density functional theory data (wB97M-V/def2-TZVPD) for 2 unconnected molecules or ions with the total composition C12H17FN5.

Geometry as ORCA input:
```
! RIJCOSX wB97M-V def2-TZVPD def2/J DEFGRID3
* xyz 1 1
N 3.0517 -3.7733 1.7307
C 2.0230 -3.0600 1.8480
C 1.7476 -1.8090 1.0456
C 0.4082 -1.1708 1.1240
N 0.2515 0.1340 0.9090
C -1.0407 0.3894 1.0400
N -1.6544 1.5921 0.9023
N -1.6936 -0.7530 1.3166
N -0.7693 -1.7483 1.3813
C -1.1266 -3.1442 1.6510
C -2.4382 -3.5206 0.9614
F -2.6056 -4.8758 1.1371
H 3.6797 -3.4325 0.9996
H 1.3038 -3.3650 2.6096
H 2.4374 -1.0359 1.3948
H 1.9714 -1.9608 -0.0139
H -1.5696 2.0746 0.0205
H -2.1456 2.0264 1.6626
H -2.6794 -0.8926 1.4783
H -0.3421 -3.7770 1.2461
H -1.2297 -3.2774 2.7270
H -3.2973 -3.0036 1.3995
H -2.3870 -3.2943 -0.1065
C 0.3459 2.2862 -3.0158
C 0.5614 2.2984 -1.6431
C 0.8897 3.4846 -0.9995
C 1.0011 4.6597 -1.7291
C 0.7857 4.6470 -3.1003
C 0.4601 3.4615 -3.7445
H 0.0929 1.3617 -3.5195
H 0.4747 1.3860 -1.0697
H 1.0640 3.4907 0.0697
H 1.2588 5.5846 -1.2304
H 0.8733 5.5633 -3.6685
H 0.2973 3.4539 -4.8139
*
```

Results
HOMO: -0.433 Ha
E_LUMO: -3.52 eV

(2)
Density functional theory data (wB97M-V/def2-TZVPD) for a molecular structure, C12H17IN2NaO4S3.

Geometry as ORCA input:
```
! RIJCOSX wB97M-V def2-TZVPD def2/J DEFGRID3
* xyz 1 1
C 4.0778 -1.6672 1.1331
C 2.7257 -1.7443 0.3690
I 1.3338 -3.0675 1.3886
C 2.0840 -0.3251 0.4217
C 1.2542 0.0919 -0.8011
C 1.2606 1.6781 -0.8467
C 0.0024 2.3492 -0.2477
C -0.3404 1.9282 1.2097
S -2.1687 2.1600 1.4579
C -3.0285 0.9902 0.3732
S -3.6892 1.5673 -0.9826
N -3.1420 -0.3513 0.7253
C -4.2911 -1.0980 0.5665
C -4.0727 -2.3433 1.0445
N -2.7440 -2.3799 1.5019
C -2.2350 -1.2302 1.3078
C 1.7832 -0.3644 -2.1724
O 0.8020 -0.1235 -3.2128
S -0.6300 -0.1919 -2.4150
O -1.2785 1.0247 -2.8093
O -1.4777 -1.2895 -2.7094
O -0.1501 -0.2769 -0.8800
H 4.7434 -1.0636 0.4932
H 4.5018 -2.6776 1.1632
H 3.9551 -1.2274 2.1283
H 2.9660 -2.0934 -0.6371
H 2.9172 0.3894 0.4985
H 1.5377 -0.2551 1.3689
H 2.1574 2.1349 -0.4097
H 1.2763 1.9639 -1.9128
H -0.8946 2.2226 -0.8609
H 0.1972 3.4356 -0.2232
H 0.1566 2.5631 1.9550
H -0.1688 0.8711 1.4243
H -5.2348 -0.7726 0.1442
H -4.7779 -3.1616 1.0936
H -1.2154 -0.9673 1.5694
H 1.7368 -1.4682 -2.0960
H 2.7813 -0.0233 -2.4556
Na -2.7114 4.7929 2.3344
*
```

Results
HOMO: -0.422 Ha
E_LUMO: -4.76 eV

(3)
Density functional theory data (wB97M-V/def2-TZVPD) for 2 unconnected molecules or ions with the total composition C12H17N.

Geometry as ORCA input:
```
! RIJCOSX wB97M-V def2-TZVPD def2/J DEFGRID3
* xyz -1 2
C -1.2914 -3.6785 -0.8169
C -0.3475 -3.0833 0.2402
H -1.4289 -3.0603 -1.8076
H -0.7981 -4.5781 -1.1493
H -2.2115 -3.9166 -0.5343
H -0.7775 -2.9435 1.3159
H 0.5225 -3.6362 0.3534
H -0.0904 -1.9947 -0.0724
C -0.0664 2.0758 2.2795
C -0.0336 3.5162 1.6087
C 0.7180 1.2727 1.2442
C 1.9607 0.7416 1.2869
C 0.1211 0.8724 0.0163
C 1.1634 0.1774 -0.6862
C -1.1052 1.0120 -0.5620
C 0.9570 -0.1596 -2.0443
C -1.3894 0.6246 -1.8199
C -0.3006 0.0296 -2.6267
N 2.3325 0.1024 0.0507
H 0.5023 1.9088 3.2369
H -1.1216 1.7243 2.4393
H 0.9474 3.8326 1.7001
H 2.6265 0.9359 2.2042
H 3.2092 -0.2838 -0.1766
H -1.9233 1.3244 0.1031
H 1.7631 -0.8533 -2.4348
H -2.4149 0.8278 -2.1564
H -0.5789 -0.1842 -3.6591
H -0.8758 4.1442 1.9353
H -0.0686 3.2493 0.5319
*
```

Results
HOMO (spin up / spin down): 0.031 / -0.119 Ha
Energy above the lowest of the compared OMol25 structures with the same formula, charge and spin: 204.8 kJ/mol
E_LUMO (spin up / spin down): 3.85 / 3.73 eV
Expectation value of S²: 0.7679

| no. | largest force on an atom (hartree/bohr) | calculated total energy (eV) |
| --- | --- | --- |
| 1 | 0.0104 | -22880.1869 |
| 2 | 0.0721 | -68904.4690 |
| 3 | 0.0997 | -14206.9118 |